[1]
The following is a quantum chemistry calculation of a gas-phase ion, C27H36N (charge +1), from the OMol25 dataset.

Results
Kohn-Sham gap in eV: 5.233
E_HOMO in eV: -10.699
Total energy in hartree: -1104.9388
Spin multiplicity: 1
Total charge: +1
LUMO energy in eV: -5.47
Energy relative to the best compared isomer or geometry (same formula, charge and spin) in kJ/mol: 0.0

Last column: natural (NBO) charge in e.
Positions of all 64 atoms, in Å:
C -4.8322 -0.6092 1.9610  -0.409
C -4.4937 -1.9439 1.2930  -0.390
C -3.0777 -2.0211 0.6972  -0.402
C -1.9503 -1.9600 1.7245  -0.413
C -0.5516 -2.0488 1.1145  -0.354
C -0.1931 -0.8905 0.1210  -0.595
C 0.2170 0.4036 0.6800  0.735
C 1.4953 0.4865 1.4360  -0.577
C -0.4829 1.6602 0.4197  -0.611
C -2.0335 1.6638 0.3085  -0.381
C -2.7242 1.7625 1.6605  -0.406
C -4.2456 1.8560 1.5276  -0.392
C -4.9101 0.5826 0.9924  -0.407
H -5.8121 -0.7066 2.4499  0.224
H -4.1158 -0.4084 2.7680  0.189
H -4.6195 -2.7489 2.0298  0.212
H -5.2084 -2.1381 0.4813  0.214
H -2.9856 -2.9723 0.1478  0.216
H -2.9500 -1.2337 -0.0605  0.181
H -2.0309 -1.0568 2.3493  0.193
H -2.0740 -2.8055 2.4189  0.231
H 0.1953 -2.0805 1.9208  0.216
H -0.4569 -2.9930 0.5564  0.237
H 0.6505 -1.2761 -0.4892  0.317
H -1.0112 -0.7326 -0.5975  0.249
H 1.3021 1.0818 2.3492  0.273
H 1.7836 -0.5262 1.7571  0.243
H -0.1814 2.3829 1.1983  0.245
H -0.0930 2.0885 -0.5228  0.354
H -2.3186 2.5426 -0.2937  0.229
H -2.3853 0.7897 -0.2612  0.212
H -2.4247 0.9159 2.2969  0.192
H -2.3570 2.6593 2.1809  0.212
H -4.6678 2.1074 2.5078  0.218
H -4.4901 2.6811 0.8463  0.210
H -4.4899 0.3231 0.0114  0.189
H -5.9715 0.8057 0.8066  0.225
C 3.9307 0.9788 1.6125  -0.618
C 2.6873 1.1447 0.7553  0.001
N 2.9103 0.6131 -0.6077  -0.418
C 2.3839 1.1844 -1.7743  0.130
C 1.7547 2.4171 -1.9692  -0.288
C 1.3047 2.7232 -3.2658  -0.192
C 1.5031 1.8249 -4.3284  -0.232
C 2.1578 0.6087 -4.1342  -0.173
C 2.5897 0.2921 -2.8500  -0.019
C 3.2820 -0.8464 -2.3245  -0.128
C 3.4674 -0.6323 -0.9309  0.215
C 4.1989 -1.5504 -0.1789  -0.292
C 4.7029 -2.6898 -0.8266  -0.184
C 4.4924 -2.8993 -2.2007  -0.227
C 3.7903 -1.9690 -2.9626  -0.162
H 3.9481 1.7488 2.3955  0.234
H 3.9252 0.0096 2.1257  0.211
H 4.8459 1.0729 1.0188  0.253
H 2.4837 2.2163 0.6103  0.223
H 1.6228 3.1124 -1.1366  0.209
H 0.7984 3.6710 -3.4509  0.228
H 1.1477 2.0888 -5.3255  0.229
H 2.3525 -0.1048 -4.9366  0.224
H 4.4045 -1.3757 0.8713  0.217
H 5.2795 -3.4161 -0.2606  0.227
H 4.8920 -3.7970 -2.6751  0.228
H 3.6388 -2.0669 -4.0382  0.223

Cartesian forces, eV/Å:
C -0.22 -0.07 0.06
C 0.14 -0.03 -0.06
C -0.10 -0.18 -0.19
C -0.15 0.13 0.23
C 0.19 -0.13 0.29
C -0.57 0.12 -0.74
C 0.84 0.11 -0.59
C -0.95 -0.94 1.24
C -0.90 0.34 0.78
C 0.14 0.02 -0.54
C 0.14 0.07 0.21
C -0.04 -0.10 -0.08
C -0.24 0.11 0.03
H 0.30 -0.04 0.00
H -0.08 -0.01 -0.10
H 0.04 0.07 -0.18
H 0.07 0.03 0.20
H -0.01 0.22 0.10
H -0.12 -0.14 0.18
H 0.03 -0.21 -0.19
H 0.13 0.17 -0.16
H -0.10 -0.03 -0.26
H 0.03 0.38 0.09
H 0.20 0.36 0.40
H 0.18 -0.13 0.36
H -0.01 -0.22 -0.23
H 0.00 0.26 -0.18
H 0.01 -0.09 -0.32
H 0.23 -0.51 0.01
H 0.13 -0.29 0.17
H 0.17 0.29 0.21
H -0.17 0.14 -0.11
H -0.05 -0.12 -0.11
H 0.00 -0.03 -0.16
H 0.07 0.01 0.18
H -0.04 0.02 0.16
H 0.32 -0.04 -0.05
C 0.12 0.23 0.76
C 0.67 0.38 -1.92
N -0.19 0.14 0.64
C -0.12 -0.14 -0.15
C -0.13 0.00 -0.34
C 0.23 -0.30 0.45
C 0.04 -0.12 -0.20
C -0.11 0.31 0.18
C -0.25 0.55 0.14
C 0.23 -0.18 0.53
C 0.08 -0.08 -0.83
C 0.10 -0.40 0.01
C -0.39 0.49 -0.18
C 0.00 -0.08 -0.05
C 0.12 -0.15 0.28
H 0.01 -0.17 -0.18
H 0.12 0.30 -0.13
H -0.28 -0.01 0.08
H 0.04 -0.31 0.10
H 0.06 -0.03 -0.40
H 0.18 -0.25 0.06
H 0.10 -0.04 0.31
H -0.20 0.37 0.05
H 0.01 -0.27 -0.26
H -0.11 0.15 -0.06
H -0.07 0.29 0.16
H 0.14 -0.21 0.30



[2]
The following is a quantum chemistry calculation of a molecular structure, C27H36N5O3S3V, from the OMol25 dataset.

Results
Kohn-Sham gap (spin up / spin down) in eV: 6.109 / 5.967
E_HOMO (spin up / spin down) in eV: -6.019 / -6.019
Total energy in hartree: -3688.6087
Spin multiplicity: 3
Total charge: 0
LUMO energy (spin up / spin down) in eV: 0.09 / -0.05
Energy relative to the best compared isomer or geometry (same formula, charge and spin) in kJ/mol: 99.8
Expectation value of S²: 2.0138

Last column: Mulliken spin population.
Positions of all 75 atoms, in Å:
V -0.2317 -0.6260 0.2760  1.994
C 0.5897 -3.5057 0.1744  0.011
N -0.5347 -2.7869 0.8300  -0.057
C -0.3961 -3.0613 2.2936  0.005
C -1.0887 -2.1548 3.3183  0.007
C -0.8053 -0.6412 3.1827  0.026
N 0.2705 -0.4215 2.2285  -0.044
C 1.4109 -0.0536 2.6812  0.014
C 2.5909 0.1406 1.8773  0.051
C 3.7203 0.6952 2.4933  0.002
C 4.8897 0.8798 1.7907  -0.008
C 4.9425 0.4887 0.4513  0.010
C 3.8445 -0.0663 -0.1726  -0.007
C 2.6416 -0.2368 0.5241  -0.006
O 1.6000 -0.7606 -0.1125  -0.021
C -1.7695 -3.3725 0.2582  0.020
C -3.0869 -2.9718 0.8944  0.003
C -3.3552 -1.4713 1.0539  0.017
N -2.4986 -0.5845 0.2614  -0.017
C -3.1390 0.2797 -0.4437  0.024
C -2.6235 1.4400 -1.1227  0.011
C -3.4973 2.2186 -1.8968  -0.006
C -3.0949 3.4188 -2.4332  0.010
C -1.8070 3.8914 -2.1443  -0.001
C -0.9307 3.1591 -1.3770  0.014
C -1.3099 1.8927 -0.8901  -0.004
O -0.4562 1.1593 -0.2426  -0.018
H 0.5219 -4.5747 0.4050  0.002
H 1.5363 -3.1116 0.5305  -0.004
H 0.5425 -3.3646 -0.9031  0.001
H 0.6733 -3.0153 2.4949  -0.007
H -0.7046 -4.0996 2.4707  0.000
H -0.7014 -2.4981 4.2807  -0.002
H -2.1610 -2.3367 3.3583  0.001
H -0.5471 -0.1894 4.1429  0.002
H -1.6767 -0.0982 2.8170  -0.008
H 1.5049 0.1513 3.7499  0.009
H 3.6364 0.9956 3.5322  0.001
H 5.7527 1.3234 2.2674  0.000
H 5.8581 0.6253 -0.1112  0.000
H 3.8769 -0.3679 -1.2118  0.000
H -1.6885 -4.4656 0.3173  0.000
H -1.7826 -3.1132 -0.8004  -0.011
H -3.1955 -3.4549 1.8666  0.000
H -3.8582 -3.4115 0.2583  0.001
H -3.2258 -1.1849 2.0964  -0.006
H -4.4039 -1.2709 0.8184  0.001
H -4.2277 0.1845 -0.4945  0.000
H -4.5091 1.8622 -2.0573  0.000
H -3.7747 4.0111 -3.0297  0.001
H -1.5000 4.8620 -2.5146  0.000
H 0.0510 3.5290 -1.1079  0.000
C 3.0932 3.9599 4.7138  0.000
O 2.1175 3.7795 3.6968  0.000
C 1.1318 2.8620 3.8612  0.000
S 1.1024 1.9041 5.2641  -0.001
S 0.0290 2.8222 2.5965  0.002
H 3.7626 4.7288 4.3315  0.000
H 3.6413 3.0377 4.9083  0.000
H 2.6327 4.2838 5.6472  0.000
C -0.6114 -1.8357 -5.5621  0.000
N -0.0555 -0.6656 -4.9295  -0.001
C 0.2488 0.5346 -5.7012  0.000
C 0.7690 1.5020 -4.6287  0.000
N 0.2810 0.8705 -3.4133  -0.002
C -0.1225 -0.3872 -3.6135  0.001
S -0.6350 -1.4490 -2.4168  -0.012
H 0.0171 -2.1219 -6.4053  0.000
H -1.6266 -1.6470 -5.9242  0.000
H -0.6394 -2.6481 -4.8414  0.000
H -0.6561 0.9111 -6.1894  0.000
H 0.9910 0.3190 -6.4690  0.000
H 0.3620 2.5055 -4.7374  0.001
H 1.8595 1.5609 -4.6293  0.000
H 0.4349 1.2363 -2.4878  0.004

Cartesian forces, eV/Å:
V -0.03 -0.51 -0.68
C 0.00 -0.01 0.00
N 0.01 0.09 0.12
C -0.01 0.01 0.03
C 0.00 0.02 -0.05
C 0.00 -0.05 0.01
N 0.00 -0.02 -0.06
C -0.06 -0.05 -0.04
C 0.02 0.00 -0.06
C -0.05 0.00 0.00
C 0.01 -0.01 -0.04
C 0.03 0.02 0.03
C -0.03 0.00 -0.02
C 0.05 0.01 -0.01
O -0.10 0.04 0.03
C 0.00 0.02 0.00
C -0.01 0.00 0.00
C -0.01 0.00 0.01
N 0.09 0.00 0.08
C 0.01 0.03 -0.01
C 0.03 -0.04 0.01
C -0.02 0.04 -0.01
C -0.01 -0.02 0.02
C 0.02 0.00 0.02
C -0.04 -0.01 0.02
C -0.10 -0.01 -0.02
O 0.21 0.23 0.03
H 0.00 0.00 0.01
H 0.00 0.01 -0.01
H -0.01 0.00 0.00
H 0.00 0.02 0.00
H 0.00 -0.01 -0.01
H 0.00 0.00 0.00
H 0.00 -0.01 0.01
H 0.01 -0.02 -0.01
H 0.01 0.02 0.01
H 0.01 -0.09 -0.05
H 0.00 -0.02 0.00
H 0.01 0.00 0.00
H 0.00 0.00 0.00
H 0.01 -0.01 0.00
H 0.01 0.00 0.00
H 0.00 0.00 -0.01
H -0.01 -0.01 0.00
H 0.00 0.01 -0.01
H 0.00 0.00 -0.01
H 0.00 0.00 0.01
H 0.00 0.00 -0.01
H 0.00 0.00 0.00
H 0.00 0.00 0.00
H 0.00 0.00 0.00
H 0.00 0.01 -0.01
C -0.01 0.00 0.00
O 0.02 -0.07 -0.02
C -0.19 0.22 0.07
S 0.04 0.16 0.14
S 0.07 0.06 0.09
H -0.01 -0.01 0.01
H 0.01 0.00 0.00
H -0.01 -0.01 0.00
C -0.03 0.01 0.01
N 0.04 -0.01 -0.01
C 0.00 0.02 0.00
C -0.03 -0.01 -0.01
N 0.07 0.07 0.02
C 0.12 0.10 0.14
S -0.20 -0.15 0.17
H 0.00 0.00 0.00
H 0.00 0.00 0.00
H 0.00 0.00 0.00
H -0.01 0.00 0.02
H -0.01 0.01 -0.01
H 0.01 0.00 -0.01
H 0.00 -0.02 0.01
H 0.00 -0.08 0.08



[3]
The following is a quantum chemistry calculation of 4 unconnected molecules or ions with the total composition C27H37BF28N3O5S, from the OMol25 dataset.

Results
Kohn-Sham gap in eV: 8.748
E_HOMO in eV: -11.614
Total energy in hartree: -4810.6226
Spin multiplicity: 1
Total charge: +1
LUMO energy in eV: -2.87
Energy relative to the best compared isomer or geometry (same formula, charge and spin) in kJ/mol: 0.0

Last column: Löwdin charge in e.
Positions of all 102 atoms, in Å:
C 2.5459 4.5254 3.2915  -0.113
C 3.6382 3.4843 3.5490  -0.243
C 3.7164 2.3886 2.4825  -0.177
C 2.3776 1.7190 2.1534  -0.213
N 2.0692 1.8564 0.7172  0.042
C 0.9773 1.0779 0.1455  -0.299
C 1.4154 -0.0787 -0.7847  -0.033
C 2.0433 -1.3415 -0.2050  -0.235
O 1.2560 -1.8438 0.8501  0.020
C 3.5241 -1.2170 0.2061  -0.586
F 4.1628 -2.3534 -0.0935  0.155
F 4.1641 -0.2352 -0.4467  0.141
F 3.6949 -1.0193 1.5048  0.171
C 0.2788 2.0926 -0.8834  -0.212
F 0.2602 1.7237 -2.2150  0.016
C -1.1146 2.5020 -0.3957  -0.030
N -1.2126 1.9041 1.0197  -0.337
S -1.0142 3.1561 2.2741  1.019
B -2.7068 1.4569 1.1634  -0.611
C -3.1412 0.0547 1.6947  0.025
O -3.5904 2.3986 0.7919  0.201
C -0.2240 0.7545 1.0434  -0.304
N -0.0615 0.1656 2.3342  0.105
H 2.7793 5.4804 3.7583  0.076
H 2.3595 4.6564 2.2223  0.072
H 1.6018 4.2013 3.7442  0.049
H 3.5423 3.0676 4.5542  0.110
H 4.6013 4.0017 3.5454  0.107
H 4.4134 1.6256 2.8378  0.113
H 4.1761 2.8155 1.5894  0.095
H 2.3616 0.6887 2.4990  0.096
H 1.5930 2.2354 2.7090  0.057
H 2.9021 1.7923 0.1494  0.087
H 2.1164 0.3244 -1.5137  0.139
H 0.5304 -0.4264 -1.3205  0.113
H 2.0562 -2.0821 -1.0115  0.165
H 1.6163 -2.6903 1.1390  0.123
H 0.8890 2.9933 -0.8289  0.151
H -1.1207 3.5762 -0.2659  0.121
H -1.8893 2.1296 -1.0600  0.136
H 0.1558 3.6347 1.8206  -0.080
H -2.4455 -0.7469 1.4496  0.065
H -4.0937 -0.2045 1.2296  0.078
H -3.2522 0.0467 2.7805  0.094
H -4.4873 2.0445 0.7652  0.140
H -0.7559 0.0222 0.4204  0.143
H -0.3578 0.7394 3.1111  0.073
H -0.4276 -0.7693 2.3951  0.092
C -3.0817 -4.1484 -3.7611  -0.023
C -1.8907 -4.8435 -3.0843  -0.442
C -1.9521 -5.1367 -1.5808  -0.295
F -2.1218 -3.9974 -0.8698  0.076
F -0.7777 -5.6820 -1.2067  0.107
F -0.7487 -4.1784 -3.3691  0.132
F -1.8100 -6.0700 -3.6689  0.114
O -3.0344 -2.7361 -3.9304  0.065
C -3.4531 -1.8657 -2.9767  -0.551
C -2.2993 -1.0626 -2.3585  -0.249
F -1.3141 -1.8560 -1.9042  0.096
F -2.7985 -0.3825 -1.2796  0.072
F -4.1854 -2.4555 -2.0120  0.149
F -4.2446 -0.9445 -3.5704  0.152
H -3.0614 -4.5290 -4.7805  0.154
H -4.0304 -4.4662 -3.3284  0.151
H -2.7617 -5.8336 -1.3515  0.178
H -1.8792 -0.3578 -3.0781  0.179
C 8.1008 3.1646 -1.9057  -0.039
C 6.8161 3.2605 -1.0715  -0.439
C 5.5139 2.7035 -1.6549  -0.293
F 5.1688 3.2834 -2.8139  0.110
F 4.5180 2.9544 -0.7558  0.064
F 6.6236 4.5249 -0.6468  0.139
F 7.0340 2.4865 0.0352  0.098
O 8.5119 4.2816 -2.6693  0.055
C 8.0588 4.5406 -3.9347  -0.544
C 7.2273 5.8313 -4.0189  -0.285
F 6.2316 5.8299 -3.1106  0.098
F 6.6841 5.9091 -5.2515  0.105
F 7.4010 3.4906 -4.4617  0.151
F 9.1441 4.7617 -4.7051  0.149
H 8.8863 3.0664 -1.1577  0.152
H 8.1170 2.2465 -2.4950  0.150
H 5.5886 1.6233 -1.8006  0.166
H 7.8706 6.6955 -3.8446  0.176
C -8.0266 -3.1820 2.3140  -0.030
C -8.3980 -4.4417 1.5190  -0.443
C -8.1590 -5.8152 2.1574  -0.306
F -6.8640 -5.9892 2.4884  0.096
F -8.4964 -6.7626 1.2587  0.107
F -7.8309 -4.3918 0.2935  0.131
F -9.7489 -4.3748 1.3493  0.107
O -6.7714 -2.5602 2.0662  0.050
C -5.6074 -2.9258 2.6721  -0.539
C -4.5898 -3.5242 1.6868  -0.295
F -5.1329 -4.5377 0.9940  0.108
F -3.5330 -3.9887 2.3898  0.103
F -5.8016 -3.7192 3.7330  0.167
F -5.0375 -1.7767 3.1425  0.115
H -8.7443 -2.4377 1.9737  0.150
H -8.2027 -3.3195 3.3811  0.150
H -8.7795 -5.9331 3.0492  0.175
H -4.2511 -2.7562 0.9880  0.154

Cartesian forces, eV/Å:
C -0.38 -0.36 0.31
C 0.32 0.37 -0.19
C 0.18 -0.18 0.28
C 0.16 0.20 -0.05
N -0.53 -0.30 0.93
C 0.01 1.39 -1.52
C -0.15 -0.55 0.79
C -0.02 -0.10 -0.10
O 0.06 0.11 0.03
C -0.20 -0.20 -0.06
F 0.17 -0.39 -0.10
F 0.09 0.32 -0.22
F -0.03 0.24 0.49
C 0.69 0.95 0.43
F -0.49 -0.30 0.16
C 1.17 -0.33 0.35
N -0.64 0.83 -0.69
S 0.03 0.01 0.14
B -0.46 -0.53 0.37
C 0.36 0.01 -0.42
O 0.45 -0.16 -0.11
C -0.29 -1.79 0.02
N -0.08 0.52 0.03
H 0.06 0.06 -0.16
H 0.19 0.19 -0.02
H -0.02 0.03 -0.04
H -0.15 -0.07 -0.06
H 0.01 -0.08 0.04
H 0.03 0.01 -0.10
H -0.18 0.01 -0.07
H 0.07 -0.05 -0.07
H -0.03 -0.10 0.05
H 0.03 -0.02 -0.01
H -0.14 0.06 -0.09
H 0.13 0.07 -0.09
H 0.10 0.13 -0.14
H -0.08 -0.05 -0.01
H 0.23 -0.18 -0.22
H -0.62 0.04 -0.27
H -0.15 0.01 0.18
H 0.17 -0.13 -0.10
H -0.01 -0.01 0.01
H -0.11 0.00 0.22
H -0.12 0.08 0.00
H -0.10 0.22 0.11
H 0.05 0.00 0.01
H 0.17 0.03 0.00
H 0.01 -0.02 -0.01
C -0.44 -0.19 -0.30
C 0.18 0.27 -0.11
C -0.02 -0.15 -0.01
F -0.16 0.01 0.09
F 0.01 -0.02 0.03
F -0.04 0.04 0.04
F -0.06 -0.06 0.00
O 0.46 0.03 0.30
C -0.16 -0.13 -0.16
C 0.18 0.04 -0.03
F 0.00 0.05 -0.01
F 0.08 0.23 -0.01
F 0.05 -0.11 0.08
F -0.04 -0.03 0.00
H 0.02 0.04 -0.01
H 0.08 0.02 0.19
H -0.02 0.04 0.01
H -0.12 0.05 0.00
C 0.52 -0.37 -0.09
C 0.04 0.42 -0.06
C -0.03 -0.14 0.02
F 0.07 0.14 -0.07
F -0.02 -0.06 -0.11
F -0.02 -0.03 -0.05
F 0.03 -0.10 0.00
O -0.51 0.35 0.24
C 0.20 -0.23 0.01
C 0.05 0.10 0.00
F -0.07 -0.11 0.02
F -0.01 0.02 0.00
F -0.10 0.01 0.10
F 0.05 -0.07 -0.07
H -0.01 0.01 0.01
H -0.20 0.03 -0.06
H 0.02 0.00 0.03
H 0.01 -0.01 0.00
C -0.26 0.39 0.37
C 0.28 0.10 -0.27
C -0.16 -0.07 0.02
F 0.12 0.10 0.01
F 0.02 0.00 0.01
F 0.02 -0.03 0.08
F -0.07 0.03 0.06
O 0.15 -0.37 -0.47
C -0.35 0.19 0.28
C 0.06 0.11 -0.02
F 0.02 -0.11 0.01
F 0.04 0.01 -0.04
F -0.03 -0.14 -0.08
F 0.03 -0.10 -0.01
H 0.01 0.00 -0.01
H 0.12 -0.19 0.00
H 0.02 0.01 0.01
H -0.01 0.01 -0.02



> What is the energy relative to the best compared isomer or geometry (same formula, charge and spin) in the third record?

0.0 kJ/mol